{"formula": "C21H26F3IrN8O2", "method": "the ωB97M-V functional and the def2-TZVPD basis", "total_charge": 2, "e_lumo_ev": -6.16, "orbital_gap_ev": 8.8, "symbols": ["C", "C", "F", "C", "H", "N", "C", "F", "N", "H", "C", "N", "C", "H", "H", "H", "F", "O", "H", "C", "C", "Ir", "H", "N", "H", "H", "H", "C", "H", "C", "H", "N", "H", "N", "O", "C", "C", "H", "N", "C", "C", "C", "H", "C", "C", "H", "C", "C", "H", "H", "H", "H", "H", "C", "H", "H", "H", "H", "H", "N", "C"], "coordinates": [[-1.27219, -4.23700, 0.93809], [-2.68649, 0.35389, 0.12129], [-3.13900, 1.07207, -0.93996], [-1.82008, -2.84334, 0.63619], [1.84364, -0.01784, 4.00618], [-0.65082, 2.20073, -3.50478], [0.53635, -2.72774, 0.68918], [-3.39055, -0.79674, 0.10110], [-0.72068, 2.18418, 0.05488], [-0.97760, 5.99113, -0.38840], [1.75874, 1.20676, 2.26449], [-0.78182, 1.62452, -5.71846], [-0.76591, -0.43161, -2.92367], [2.44335, 1.86373, 2.79574], [3.99744, -0.79747, -2.11834], [5.47886, 0.13363, -0.32452], [-3.10677, 1.02752, 1.22137], [-0.65536, -2.02859, 0.21524], [4.40777, 1.06053, 1.72302], [-0.62014, 1.76127, -2.28633], [3.80686, 0.64156, 0.92729], [-0.66086, 0.15655, 0.12521], [0.83327, -4.83449, 1.08870], [1.63249, 0.13421, 0.08013], [-0.97484, -2.37256, -3.37960], [-0.86130, -2.03691, -1.66166], [-1.25817, 4.94056, 1.86230], [-0.39928, -1.16099, 4.31949], [0.90767, 1.80388, 1.95409], [0.19328, -4.18362, 0.49676], [-1.10782, 2.47126, 2.05914], [-0.63445, 0.46263, -1.90520], [1.56140, -0.77032, -1.77469], [-0.80343, -1.73182, -2.62191], [-0.73745, -0.15867, 2.20560], [0.04721, -0.32008, 3.16411], [-0.91082, 4.91878, -0.26631], [0.13829, -0.92806, 5.23591], [1.26965, 0.20636, 3.20814], [-0.74927, 1.22887, -4.45671], [4.40301, 0.12804, -0.21348], [-0.64637, 2.73478, -1.17097], [-0.76209, 2.60569, -5.93857], [-1.05722, 4.34161, 0.98593], [2.42663, 0.63457, 1.04191], [-1.83040, -5.00335, 0.40640], [3.58768, -0.38378, -1.20807], [2.21977, -0.36176, -1.01846], [0.68669, -2.48646, 1.74460], [-0.23934, -2.21422, 4.07910], [-0.65332, 4.48390, -2.37409], [-2.26418, -2.35735, 1.50152], [1.38059, -2.37999, 0.11126], [-0.96305, 2.96880, 1.11080], [-1.46633, -1.01268, 4.46905], [-0.88911, 0.94500, -6.45308], [0.30450, -4.46145, -0.55198], [-2.52580, -2.81819, -0.18700], [-1.34496, -4.45172, 2.00322], [-0.81986, -0.07671, -4.19408], [-0.71800, 4.09849, -1.36714]], "atomic_forces_ev_per_a": [[0.018, 0.023, -0.007], [0.073, -0.088, 0.078], [0.007, 0.013, 0.030], [-0.069, -0.067, 0.124], [-0.028, 0.046, 0.035], [0.007, -0.039, 0.019], [-0.069, -0.069, 0.025], [-0.115, 0.188, -0.071], [-0.062, -0.112, -0.039], [-0.003, 0.001, 0.002], [-0.092, -0.054, -0.048], [-0.010, 0.003, -0.008], [0.009, -0.136, -0.034], [0.039, -0.044, 0.012], [-0.008, 0.004, -0.006], [0.002, -0.008, 0.009], [-0.018, -0.050, -0.023], [0.178, 0.025, -0.040], [-0.006, -0.001, 0.008], [0.033, 0.095, 0.056], [0.007, 0.019, -0.032], [0.261, 0.068, 0.068], [0.010, -0.004, -0.014], [-0.212, 0.004, -0.085], [-0.002, -0.010, 0.004], [0.021, -0.010, -0.030], [0.003, 0.003, 0.003], [0.007, 0.020, 0.018], [0.079, 0.045, 0.039], [-0.018, -0.005, 0.015], [-0.015, -0.007, -0.016], [-0.092, 0.120, 0.278], [0.027, 0.019, 0.025], [-0.007, 0.049, -0.110], [-0.239, 0.140, -0.076], [0.130, -0.106, 0.042], [-0.004, -0.002, 0.049], [0.003, -0.010, 0.001], [-0.018, 0.030, -0.059], [0.018, -0.011, -0.005], [-0.009, 0.018, 0.008], [0.009, -0.054, -0.040], [0.000, 0.002, 0.006], [0.009, 0.030, -0.045], [-0.018, -0.028, 0.071], [-0.012, -0.013, 0.025], [0.005, -0.013, 0.012], [-0.012, -0.015, -0.094], [0.013, 0.040, -0.004], [-0.004, 0.005, -0.016], [0.000, -0.002, -0.003], [0.009, -0.031, -0.036], [0.062, 0.002, -0.072], [0.024, 0.037, -0.016], [0.000, 0.012, 0.000], [0.007, -0.001, 0.002], [0.006, 0.012, -0.007], [0.046, -0.040, 0.002], [0.002, 0.004, 0.001], [0.014, 0.013, -0.005], [0.003, -0.056, -0.023]]}

{"formula": "C4H6O2P", "method": "the ωB97M-V functional and the def2-TZVPD basis", "total_charge": -1, "e_lumo_ev": 4.25, "orbital_gap_ev": 6.3, "symbols": ["H", "O", "C", "H", "C", "P", "O", "C", "H", "C", "H", "H", "H"], "coordinates": [[2.15498, -0.14254, -0.53523], [-0.33552, -2.40852, 0.24140], [-0.66673, 1.39727, 0.53958], [1.10647, 2.06582, 1.26748], [1.29091, -0.04812, 0.21090], [-0.17362, -0.95438, -0.26847], [-0.23915, -1.21318, -1.93549], [-1.28851, 0.27592, 0.10472], [-1.38023, 2.21283, 0.78142], [0.68679, 1.38077, 0.57989], [-2.34886, 0.15676, -0.17418], [1.70023, -0.54797, 1.13853], [-0.50677, -2.17468, -1.95055]], "atomic_forces_ev_per_a": [[-1.314, 0.538, 0.753], [0.439, 1.935, -0.458], [-0.889, 1.105, -0.016], [1.257, 0.482, 0.399], [1.368, 1.055, 0.798], [-1.410, -3.125, -0.252], [0.010, -1.024, 0.515], [-2.390, -2.447, -1.184], [1.150, 0.041, 0.253], [1.201, -0.560, -0.336], [0.589, 0.275, 0.313], [-0.574, 0.377, -0.781], [0.562, 1.349, -0.003]]}

{"formula": "C16H20NO2Pb", "method": "the ωB97M-V functional and the def2-TZVPD basis", "total_charge": -1, "e_lumo_ev": [2.83, 2.87], "orbital_gap_ev": [4.8, 5.0], "symbols": ["H", "H", "Pb", "H", "H", "H", "H", "H", "C", "H", "H", "C", "C", "C", "O", "H", "C", "H", "C", "H", "C", "H", "H", "H", "C", "C", "H", "O", "C", "H", "H", "H", "C", "H", "C", "C", "C", "N", "C", "C"], "coordinates": [[-3.88892, 1.74772, -2.76587], [-1.22112, -0.80963, -4.83578], [0.00000, 0.00000, 0.00000], [2.81628, 0.95321, 0.83897], [0.94401, 1.07023, 2.72999], [-4.09835, -0.86964, -4.74563], [1.82814, 2.03283, -1.38474], [-0.69104, 0.78862, -4.33222], [-1.16323, -2.11624, 0.17689], [-1.26279, -0.12167, 2.82680], [-2.18546, 2.19720, -2.91865], [-2.63024, 0.23487, -3.62174], [-2.22791, -0.21546, 0.82395], [1.33497, 1.99741, -0.42989], [3.25049, -0.57072, 3.18520], [-0.78988, -2.92915, -0.41917], [-0.27892, 2.08922, 1.17291], [-4.52974, -0.60110, -3.06829], [-0.71536, -1.78421, 1.47966], [-3.22509, 2.17860, -4.33132], [0.01894, 2.41614, -0.16283], [-2.59781, -1.09993, -1.16885], [-2.86637, 0.65077, 0.81294], [-0.90827, -1.65873, -2.53581], [0.85543, 1.46080, 1.73103], [-0.41984, -0.73756, -2.86762], [0.04620, -2.30587, 2.03114], [-0.23231, 0.16510, -1.81569], [-3.00032, 1.65106, -3.39193], [-1.20734, 2.28644, 1.67863], [-3.30304, -1.79768, -3.49143], [0.57154, -1.02446, -3.23551], [1.85067, 1.41235, 0.73839], [-0.66062, 2.85594, -0.87198], [2.34981, -0.41258, 2.30261], [-3.68431, -0.80256, -3.72797], [-1.38942, -0.63006, 1.88748], [1.41739, -0.24886, 1.38891], [-2.11100, -1.16362, -0.21086], [-1.23217, -0.10190, -4.00118]], "atomic_forces_ev_per_a": [[-0.047, -0.020, 0.062], [-0.053, -0.129, -0.171], [-0.431, -1.780, 0.538], [0.423, 1.366, -0.718], [-0.648, 1.272, 0.221], [-0.013, 0.015, -0.103], [0.040, 0.002, -0.128], [-0.024, 0.056, 0.039], [-0.551, -1.272, 0.516], [0.141, 0.121, 0.013], [0.086, 0.010, 0.076], [0.091, 0.065, -0.023], [-1.650, -0.859, 0.471], [1.254, 1.041, 0.171], [-3.337, 1.131, -3.282], [0.018, -0.171, -0.108], [0.610, 1.246, 1.394], [-0.020, 0.022, 0.081], [-1.487, -1.621, 1.003], [-0.021, 0.027, -0.104], [-0.366, 1.404, -0.640], [-0.003, 0.050, -0.070], [-0.014, 0.116, -0.019], [-0.172, -0.146, 0.047], [-0.611, 6.091, 2.334], [0.483, 0.292, 0.259], [0.037, 0.035, 0.010], [-1.429, 0.780, -9.882], [-0.070, 0.087, 0.046], [-0.132, -0.087, 0.048], [0.049, -0.055, 0.038], [0.008, -0.173, -0.345], [2.583, 5.496, -1.085], [-0.100, -0.020, -0.105], [-2.226, -2.618, -2.066], [-0.083, -0.084, -0.027], [-1.196, -0.999, 0.934], [10.708, -9.946, 10.372], [-1.970, -0.684, 0.170], [0.122, -0.059, 0.034]]}

| no. | M (g mol⁻¹) |
| --- | --- |
| 1 | 671.70 |
| 2 | 117.06 |
| 3 | 465.54 |